DFT (ωB97M-V with the def2-TZVPD basis set) results for a cluster of 8 separate species, C49H108F9N6O3PS in total.

Summary:
**HOMO-LUMO gap**: 5.36 eV
**Charge**: +4
**Energy relative to the best compared isomer or geometry (same formula, charge and spin)**: 54.2 kcal/mol
**HOMO energy**: -10.7 eV

Each atom is followed by the atoms it is bonded to, with distances in Å.
Geometry (Å):
1 C -3.07 -8.90 -8.23  C2 1.515, H10 1.090, H11 1.090, H12 1.090
2 C -2.10 -7.80 -7.82  C1 1.515, C3 1.577, H13 1.090, H14 1.090
3 C -1.21 -8.04 -6.54  C2 1.577, N4 1.481, H15 1.090, H16 1.090
4 N -0.26 -6.96 -6.20  C3 1.481, C5 1.568, C6 1.530, C9 1.560
5 C -0.95 -5.62 -5.79  N4 1.568, H17 1.090, H18 1.090, H19 1.090
6 C 0.77 -7.44 -5.17  N4 1.530, C7 1.535, H20 1.090, H21 1.090
7 C 1.92 -6.45 -5.42  C6 1.535, C8 1.487, H22 1.090, H23 1.090
8 C 1.90 -6.24 -6.90  C7 1.487, C9 1.515, H24 1.090, H25 1.090
9 C 0.63 -6.82 -7.48  N4 1.560, C8 1.515, H26 1.090, H27 1.090
10 H -3.56 -9.21 -7.31  C1 1.090
11 H -2.78 -9.81 -8.74  C1 1.090
12 H -4.03 -8.64 -8.68  C1 1.090
13 H -2.68 -6.89 -7.73  C2 1.090
14 H -1.53 -7.72 -8.75  C2 1.090
15 H -0.71 -8.99 -6.74  C3 1.090
16 H -1.91 -8.26 -5.74  C3 1.090
17 H -1.62 -5.32 -6.60  C5 1.090
18 H -0.30 -4.77 -5.58  C5 1.090
19 H -1.57 -5.87 -4.93  C5 1.090
20 H 0.29 -7.61 -4.21  C6 1.090
21 H 0.99 -8.43 -5.55  C6 1.090
22 H 1.87 -5.52 -4.85  C7 1.090
23 H 2.89 -6.77 -5.04  C7 1.090
24 H 1.90 -5.19 -7.16  C8 1.090
25 H 2.81 -6.63 -7.35  C8 1.090
26 H 0.24 -6.14 -8.23  C9 1.090
27 H 0.82 -7.78 -7.96  C9 1.090
28 C 0.13 0.41 12.25  C29 1.533, H37 1.090, H38 1.090, H39 1.090
29 C 0.24 0.84 10.78  C28 1.533, C30 1.562, H40 1.090, H41 1.090
30 C -1.02 0.88 9.86  C29 1.562, N31 1.557, H42 1.090, H43 1.090
31 N -0.83 1.71 8.56  C30 1.557, C32 1.572, C33 1.601, C36 1.562
32 C 0.36 1.24 7.64  N31 1.572, H44 1.090, H45 1.090, H46 1.090
33 C -0.59 3.28 8.71  N31 1.601, C34 1.558, H47 1.090, H48 1.090
34 C -0.97 3.95 7.35  C33 1.558, C35 1.512, H49 1.090, H50 1.090
35 C -2.05 3.07 6.78  C34 1.512, C36 1.580, H51 1.090, H52 1.090
36 C -2.15 1.81 7.72  N31 1.562, C35 1.580, H53 1.090, H54 1.090
37 H -0.45 -0.51 12.37  C28 1.090
38 H -0.38 1.12 12.89  C28 1.090
39 H 1.10 0.33 12.73  C28 1.090
40 H 1.04 0.18 10.43  C29 1.090
41 H 0.83 1.76 10.86  C29 1.090
42 H -1.79 1.53 10.26  C30 1.090
43 H -1.33 -0.14 9.62  C30 1.090
44 H 0.30 1.76 6.69  C32 1.090
45 H 0.10 0.25 7.28  C32 1.090
46 H 1.22 1.49 8.27  C32 1.090
47 H 0.43 3.40 9.06  C33 1.090
48 H -1.27 3.44 9.55  C33 1.090
49 H -0.13 4.00 6.65  C34 1.090
50 H -1.42 4.94 7.40  C34 1.090
51 H -1.97 2.73 5.75  C35 1.090
52 H -3.03 3.54 6.92  C35 1.090
53 H -2.11 0.95 7.06  C36 1.090
54 H -2.96 1.72 8.44  C36 1.090
55 C 3.43 -6.92 7.62  C56 1.492, H64 1.090, H65 1.090, H66 1.090
56 C 2.61 -7.10 6.39  C55 1.492, C57 1.625, H67 1.090, H68 1.090
57 C 1.53 -8.32 6.39  C56 1.625, N58 1.534, H69 1.090, H70 1.090
58 N 0.82 -8.54 5.05  C57 1.534, C59 1.612, C60 1.565, C63 1.562
59 C 1.89 -8.67 3.85  N58 1.612, H71 1.090, H72 1.090, H73 1.090
60 C -0.35 -7.52 4.83  N58 1.565, C61 1.579, H74 1.090, H75 1.090
61 C -1.53 -8.24 4.08  C60 1.579, C62 1.530, H76 1.090, H77 1.090
62 C -1.25 -9.74 4.19  C61 1.530, C63 1.557, H78 1.090, H79 1.090
63 C -0.06 -9.82 5.19  N58 1.562, C62 1.557, H80 1.090, H81 1.090
64 H 3.83 -5.92 7.48  C55 1.090
65 H 4.13 -7.75 7.65  C55 1.090
66 H 2.87 -7.06 8.55  C55 1.090
67 H 3.27 -7.12 5.52  C56 1.090
68 H 2.03 -6.17 6.34  C56 1.090
69 H 0.76 -8.17 7.15  C57 1.090
70 H 1.92 -9.33 6.52  C57 1.090
71 H 2.51 -9.54 4.05  C59 1.090
72 H 2.46 -7.75 3.72  C59 1.090
73 H 1.39 -8.92 2.91  C59 1.090
74 H 0.09 -6.63 4.37  C60 1.090
75 H -0.73 -7.34 5.83  C60 1.090
76 H -1.77 -7.94 3.06  C61 1.090
77 H -2.45 -8.07 4.64  C61 1.090
78 H -0.96 -10.15 3.22  C62 1.090
79 H -2.08 -10.31 4.59  C62 1.090
80 H 0.57 -10.70 5.15  C63 1.090
81 H -0.46 -9.84 6.21  C63 1.090
82 C -1.88 13.38 -1.35  C83 1.542, H91 1.090, H92 1.090, H93 1.090
83 C -1.04 12.13 -1.02  C82 1.542, C84 1.555, H94 1.090, H95 1.090
84 C -1.28 10.91 -1.96  C83 1.555, N85 1.552, H96 1.090, H97 1.090
85 N -0.28 9.73 -2.09  C84 1.552, C86 1.610, C87 1.564, C90 1.518
86 C 1.17 10.34 -2.42  N85 1.610, H98 1.090, H99 1.090, H100 1.090
87 C -0.20 8.86 -0.79  N85 1.564, C88 1.561, H101 1.090, H102 1.090
88 C -1.19 7.68 -1.02  C87 1.561, C89 1.506, H103 1.090, H104 1.090
89 C -1.67 7.79 -2.44  C88 1.506, C90 1.550, H105 1.090, H106 1.090
90 C -0.69 8.75 -3.17  N85 1.518, C89 1.550, H107 1.090, H108 1.090
91 H -1.95 13.77 -2.37  C82 1.090
92 H -1.45 14.22 -0.81  C82 1.090
93 H -2.90 13.22 -1.02  C82 1.090
94 H -1.24 11.72 -0.03  C83 1.090
95 H 0.01 12.38 -0.90  C83 1.090
96 H -1.48 11.15 -3.00  C84 1.090
97 H -2.27 10.52 -1.71  C84 1.090
98 H 1.47 10.91 -1.53  C86 1.090
99 H 0.87 11.09 -3.14  C86 1.090
100 H 1.85 9.59 -2.82  C86 1.090
101 H 0.84 8.62 -0.59  C87 1.090
102 H -0.69 9.41 0.02  C87 1.090
103 H -0.80 6.69 -0.78  C88 1.090
104 H -2.07 7.69 -0.38  C88 1.090
105 H -1.63 6.88 -3.03  C89 1.090
106 H -2.68 8.19 -2.59  C89 1.090
107 H 0.21 8.17 -3.34  C90 1.090
108 H -1.11 9.28 -4.03  C90 1.090
109 C -7.20 0.01 -3.45  C110 1.549, H118 1.090, H119 1.090, H120 1.090
110 C -8.48 0.70 -4.01  C109 1.549, C111 1.510, H121 1.090, H122 1.090
111 C -8.23 2.05 -4.64  C110 1.510, N112 1.560, H123 1.090, H124 1.090
112 N -9.52 2.71 -5.23  C111 1.560, C113 1.570, C114 1.573, C117 1.568
113 C -10.86 2.43 -4.47  N112 1.570, H125 1.090, H126 1.090, H127 1.090
114 C -9.88 2.24 -6.68  N112 1.573, C115 1.547, H128 1.090, H129 1.090
115 C -9.82 3.55 -7.50  C114 1.547, C116 1.567, H130 1.090, H131 1.090
116 C -10.12 4.68 -6.46  C115 1.567, C117 1.563, H132 1.090, H133 1.090
117 C -9.25 4.25 -5.24  N112 1.568, C116 1.563, H134 1.090, H135 1.090
118 H -7.53 -0.52 -2.56  C109 1.090
119 H -6.67 0.73 -2.83  C109 1.090
120 H -6.69 -0.67 -4.13  C109 1.090
121 H -9.28 0.93 -3.31  C110 1.090
122 H -8.97 -0.01 -4.67  C110 1.090
123 H -7.38 2.12 -5.31  C111 1.090
124 H -8.13 2.78 -3.83  C111 1.090
125 H -11.22 1.45 -4.79  C113 1.090
126 H -11.66 3.12 -4.76  C113 1.090
127 H -10.61 2.65 -3.43  C113 1.090
128 H -10.79 1.66 -6.87  C114 1.090
129 H -9.04 1.56 -6.82  C114 1.090
130 H -10.67 3.48 -8.18  C115 1.090
131 H -8.84 3.56 -7.98  C115 1.090
132 H -11.16 4.78 -6.17  C116 1.090
133 H -9.92 5.64 -6.94  C116 1.090
134 H -9.39 4.79 -4.30  C117 1.090
135 H -8.21 4.48 -5.50  C117 1.090
136 C 7.92 3.62 0.91  C137 1.553, H145 1.090, H146 1.090, H147 1.090
137 C 7.87 2.09 0.64  C136 1.553, C138 1.535, H148 1.090, H149 1.090
138 C 9.17 1.47 1.15  C137 1.535, N139 1.566, H150 1.090, H151 1.090
139 N 9.31 -0.07 0.87  C138 1.566, C140 1.596, C141 1.507, C144 1.589
140 C 9.14 -0.41 -0.68  N139 1.596, H152 1.090, H153 1.090, H154 1.090
141 C 10.64 -0.58 1.34  N139 1.507, C142 1.572, H155 1.090, H156 1.090
142 C 10.43 -1.07 2.82  C141 1.572, C143 1.561, H157 1.090, H158 1.090
143 C 8.89 -1.03 3.03  C142 1.561, C144 1.469, H159 1.090, H160 1.090
144 C 8.35 -1.06 1.67  N139 1.589, C143 1.469, H161 1.090, H162 1.090
145 H 7.03 4.12 0.53  C136 1.090
146 H 8.75 4.11 0.41  C136 1.090
147 H 8.12 3.91 1.94  C136 1.090
148 H 7.77 1.80 -0.40  C137 1.090
149 H 7.02 1.72 1.23  C137 1.090
150 H 9.55 1.61 2.16  C138 1.090
151 H 9.87 1.81 0.38  C138 1.090
152 H 8.10 -0.13 -0.84  C140 1.090
153 H 9.27 -1.49 -0.77  C140 1.090
154 H 9.87 0.14 -1.27  C140 1.090
155 H 10.95 -1.46 0.78  C141 1.090
156 H 11.42 0.15 1.09  C141 1.090
157 H 10.95 -2.03 2.86  C142 1.090
158 H 10.81 -0.42 3.62  C142 1.090
159 H 8.51 -1.84 3.65  C143 1.090
160 H 8.57 -0.11 3.53  C143 1.090
161 H 8.18 -2.03 1.20  C144 1.090
162 H 7.38 -0.56 1.67  C144 1.090
163 C 2.59 2.72 -6.71  F164 1.352, F165 1.320, F166 1.352, S167 1.991
164 F 1.69 3.30 -7.54  C163 1.352
165 F 2.24 2.84 -5.44  C163 1.320
166 F 2.77 1.41 -6.98  C163 1.352
167 S 4.26 3.79 -6.87  C163 1.991, O168 1.463, O169 1.480, O170 1.445
168 O 4.48 4.00 -8.30  S167 1.463
169 O 4.00 5.04 -6.13  S167 1.480
170 O 5.36 3.01 -6.34  S167 1.445
171 P 0.83 -1.20 0.46  F172 1.666, F173 1.601, F174 1.663, F175 1.634, F176 1.603, F177 1.528
172 F -0.44 -1.45 1.51  P171 1.666
173 F 1.86 -1.79 1.54  P171 1.601
174 F 0.80 -2.76 -0.09  P171 1.663
175 F 2.03 -0.95 -0.63  P171 1.634
176 F -0.32 -0.76 -0.56  P171 1.603
177 F 1.00 0.12 1.22  P171 1.528